No. 1
Formula: C12H29BN3O7S
Source: OMol25
Level of theory: ωB97M-V with the def2-TZVPD basis set

As for the orbital gap: 6.3557 eV. The spin multiplicity is 1. As for the total charge: -1. For the HOMO energy, the calculation gives -4.252 eV.

CARTESIAN COORDINATES (ANGSTROEM)
C: 3.468 -4.445 0.836
S: 2.758 -5.027 -0.716
O: 2.573 -6.467 -0.530
O: 3.734 -4.653 -1.740
B: 1.020 -4.195 -1.127
O: 0.813 -2.885 -0.506
C: 0.169 -3.124 0.740
C: -0.272 -4.608 0.691
O: -0.097 -5.003 -0.640
H: 3.757 -5.338 1.396
H: 2.777 -3.861 1.430
H: 4.373 -3.882 0.618
H: 1.029 -4.212 -2.340
H: 0.905 -2.959 1.534
H: -0.646 -2.401 0.867
H: -1.309 -4.789 0.991
H: 0.372 -5.169 1.387
C: 2.714 -0.712 0.477
O: 2.912 -1.491 1.390
N: 2.609 0.625 0.649
C: 2.363 1.549 -0.442
C: 2.742 1.152 1.991
H: 2.588 -1.044 -0.563
H: 3.188 2.265 -0.513
H: 1.437 2.093 -0.257
H: 2.281 1.009 -1.383
H: 3.719 0.899 2.409
H: 1.981 0.725 2.648
H: 2.629 2.234 1.962
C: -1.058 3.114 1.479
O: -0.545 2.988 0.380
N: -1.746 2.130 2.076
C: -2.357 2.287 3.377
C: -1.866 0.855 1.370
H: -0.998 4.044 2.071
H: -1.944 1.564 4.083
H: -3.437 2.135 3.314
H: -2.167 3.291 3.753
H: -0.879 0.431 1.182
H: -2.354 0.994 0.404
H: -2.445 0.165 1.978
C: -2.813 1.837 -3.295
O: -2.615 1.034 -2.407
N: -2.890 3.172 -3.106
C: -3.163 4.092 -4.185
C: -2.694 3.672 -1.754
H: -2.965 1.536 -4.347
H: -2.341 4.802 -4.304
H: -4.081 4.653 -3.992
H: -3.282 3.540 -5.115
H: -1.703 3.407 -1.388
H: -3.433 3.220 -1.090
H: -2.810 4.754 -1.745

Forces on atoms 1 to 6 (eV/Å):
C 0.4 -0.4 0.3
S 0.2 -0.3 0.0
O 0.0 -0.2 0.1
O 0.2 0.3 -0.1
B -1.5 0.3 -0.8
O 0.3 -0.2 0.2


No. 2
Formula: C4H11PS2
Source: OMol25
Level of theory: ωB97M-V with the def2-TZVPD basis set

As for the orbital gap (alpha / beta): 7.0221 / 6.3598 eV. The spin multiplicity is 1. For the HOMO energy (alpha / beta), the calculation gives -9.102 / -8.421 eV.

CARTESIAN COORDINATES (ANGSTROEM)
C: -0.289 1.002 -0.607
C: -1.014 0.850 1.785
C: 0.408 -1.939 -1.101
C: -0.917 0.174 0.448
P: 0.184 -1.389 0.648
S: 1.929 -0.751 1.286
S: 4.793 0.410 -0.455
H: -0.336 0.511 -1.583
H: -0.915 1.892 -0.724
H: 0.642 1.209 -0.246
H: -1.125 1.983 1.649
H: -0.183 0.769 2.462
H: -1.887 0.582 2.335
H: -0.484 -2.138 -1.589
H: 0.896 -1.054 -1.724
H: 1.102 -2.811 -1.182
H: -1.831 -0.313 0.309
H: 3.530 -0.189 -0.189

Forces on atoms 1 to 6 (eV/Å):
C -3.5 0.0 -1.6
C -0.2 2.8 0.2
C 3.2 1.5 -0.5
C 1.5 -1.9 1.7
P 0.1 0.7 -0.7
S 0.1 -0.3 0.5


No. 3
Formula: C3H4O
Source: OMol25
Level of theory: ωB97M-V with the def2-TZVPD basis set

As for the orbital gap: 11.1129 eV. The spin multiplicity is 1. For the HOMO energy, the calculation gives -10.238 eV. The SMILES is C#CCO.

CARTESIAN COORDINATES (ANGSTROEM)
C: -0.668 0.488 -0.038
C: 0.694 0.044 -0.162
C: 1.842 -0.306 -0.075
H: -1.396 -1.206 0.465
H: -0.743 0.970 0.931
H: -0.868 1.298 -0.801
H: 2.782 -0.716 -0.127
O: -1.643 -0.572 -0.193

Forces on atoms 1 to 6 (eV/Å):
C -1.1 0.8 -1.1
C 1.3 -0.4 0.3
C -2.0 0.4 -0.3
H 0.0 -0.8 0.5
H -0.3 0.1 0.3
H -0.1 -1.1 0.7


No. 4
Formula: C23H20F2N2O5V
Source: OMol25
Level of theory: ωB97M-V with the def2-TZVPD basis set

As for the orbital gap (alpha / beta): 5.7895 / 8.0588 eV. The spin multiplicity is 4. The expectation value of S² is 3.78. For the HOMO energy (alpha / beta), the calculation gives -5.524 / -7.831 eV.

CARTESIAN COORDINATES (ANGSTROEM)
V: -0.639 -0.274 -0.222
F: 1.188 -1.392 4.732
C: 1.390 -0.830 3.517
C: 0.366 -0.832 2.586
C: 0.577 -0.265 1.342
C: 1.839 0.290 1.025
C: 2.827 0.297 2.012
F: 4.041 0.847 1.773
C: 2.621 -0.250 3.261
C: 1.974 0.680 -0.361
C: 3.131 1.116 -0.996
C: 3.124 1.374 -2.353
C: 1.926 1.210 -3.059
C: 0.815 0.776 -2.385
N: 0.813 0.498 -1.070
H: -0.576 -1.313 2.833
H: 3.408 -0.250 3.996
H: 4.039 1.224 -0.427
H: 4.024 1.678 -2.859
H: 1.876 1.417 -4.116
H: -0.131 0.609 -2.902
O: 2.467 -4.279 -1.328
C: 1.325 -4.674 -1.921
C: 1.273 -5.838 -2.686
C: 0.092 -6.242 -3.279
C: -1.060 -5.487 -3.118
C: -1.014 -4.327 -2.370
C: 0.162 -3.902 -1.766
C: 0.189 -2.630 -0.982
O: 1.224 -2.210 -0.474
O: -0.916 -1.986 -0.874
H: 3.175 -4.916 -1.489
H: 2.179 -6.420 -2.812
H: 0.071 -7.151 -3.863
H: -1.986 -5.798 -3.575
H: -1.897 -3.721 -2.235
O: -3.196 1.169 1.560
C: -2.083 1.806 1.166
O: -1.282 1.291 0.389
C: -1.811 3.171 1.775
N: -2.892 3.498 2.702
C: -3.437 4.809 2.347
C: -3.169 4.936 0.848
C: -1.802 4.270 0.692
H: -0.828 3.098 2.263
H: -2.580 3.473 3.666
H: -3.670 1.785 2.163
H: -2.933 5.621 2.888
H: -4.501 4.840 2.592
H: -3.161 5.975 0.524
H: -3.925 4.397 0.277
H: -1.004 4.984 0.893
H: -1.643 3.848 -0.299

Forces on atoms 1 to 6 (eV/Å):
V -1.1 -2.4 0.1
F 0.1 0.0 -0.1
C -0.1 0.1 -0.2
C 0.1 0.0 0.6
C 0.7 0.0 0.7
C 0.0 -0.2 0.9


No. 5
Formula: C24H20Cl5GaN6O2Si
Source: OMol25
Level of theory: ωB97M-V with the def2-TZVPD basis set

As for the orbital gap: 7.1207 eV. The spin multiplicity is 1. For the HOMO energy, the calculation gives -7.406 eV.

CARTESIAN COORDINATES (ANGSTROEM)
Ga: 0.084 0.028 -0.214
Cl: 0.644 -4.382 4.937
C: 0.634 -2.913 4.020
C: 0.581 -2.988 2.637
C: 0.562 -1.824 1.884
N: 0.556 -1.743 0.492
C: 0.985 -2.716 -0.319
O: 1.146 -3.906 -0.090
C: 1.439 -2.155 -1.652
C: 1.955 -2.993 -2.624
C: 2.515 -2.428 -3.757
C: 2.572 -1.045 -3.862
C: 2.029 -0.281 -2.847
N: 1.452 -0.825 -1.776
C: 0.589 -0.565 2.509
C: 0.650 -0.508 3.894
C: 0.671 -1.674 4.645
Cl: 0.745 -1.543 6.370
N: 0.458 0.564 1.664
C: 0.929 1.772 2.116
O: 1.806 1.903 2.953
C: 0.244 3.042 1.651
C: 0.899 4.250 1.852
C: 0.196 5.427 1.673
C: -1.143 5.355 1.323
C: -1.701 4.106 1.107
N: -1.026 2.965 1.248
H: 0.570 -3.948 2.146
H: 1.927 -4.059 -2.447
H: 2.930 -3.055 -4.537
H: 3.029 -0.562 -4.715
H: 2.073 0.798 -2.881
H: 0.696 0.442 4.402
H: 1.931 4.239 2.176
H: 0.683 6.384 1.817
H: -1.745 6.247 1.205
H: -2.737 4.010 0.803
Cl: -2.756 2.106 -1.295
Si: -0.727 1.873 -1.624
Cl: -0.765 1.277 -3.643
Cl: 0.118 3.730 -1.780
N: -1.556 -1.089 -1.226
C: -2.317 -1.201 -2.095
N: -3.225 -1.405 -3.007
C: -2.901 -1.709 -4.407
C: -3.680 -2.941 -4.852
C: -5.178 -2.761 -4.592
C: -5.431 -2.446 -3.116
C: -4.652 -1.206 -2.702
H: -1.828 -1.854 -4.499
H: -3.179 -0.845 -5.017
H: -3.316 -3.814 -4.303
H: -3.489 -3.111 -5.913
H: -5.720 -3.662 -4.882
H: -5.558 -1.939 -5.210
H: -5.106 -3.289 -2.502
H: -6.493 -2.281 -2.928
H: -4.758 -0.994 -1.640
H: -5.001 -0.334 -3.262

Forces on atoms 1 to 6 (eV/Å):
Ga 0.5 -0.1 0.3
Cl 0.0 0.0 0.0
C 0.0 0.1 0.0
C 0.0 0.0 -0.1
C 0.0 0.1 0.0
N 0.0 0.0 -0.1


No. 6
Formula: C16H28N4
Source: OMol25
Level of theory: ωB97M-V with the def2-TZVPD basis set

As for the orbital gap: 11.7991 eV. The spin multiplicity is 1. For the HOMO energy, the calculation gives -11.385 eV. The SMILES is CCCC#N.CCCC#N.CCCC#N.CCCC#N.

CARTESIAN COORDINATES (ANGSTROEM)
C: -26.886 17.222 -17.837
C: -26.318 18.122 -16.727
C: -25.054 17.545 -16.118
C: -25.242 16.201 -15.558
N: -25.405 15.164 -15.087
H: -26.099 17.245 -18.608
H: -27.810 17.464 -18.347
H: -26.823 16.169 -17.549
H: -27.014 18.226 -15.892
H: -26.130 19.095 -17.178
H: -24.689 18.221 -15.340
H: -24.159 17.459 -16.748
C: -26.149 9.548 -17.163
C: -25.135 10.683 -17.302
C: -25.768 12.025 -16.850
C: -26.900 12.418 -17.705
N: -27.806 12.750 -18.319
H: -27.111 9.725 -17.640
H: -26.351 9.464 -16.089
H: -25.729 8.595 -17.481
H: -24.838 10.771 -18.347
H: -24.273 10.568 -16.648
H: -25.068 12.860 -16.884
H: -26.127 11.941 -15.825
C: -24.751 7.897 -20.854
C: -25.896 6.930 -20.679
C: -26.781 6.708 -21.923
C: -27.486 7.930 -22.306
N: -28.048 8.873 -22.632
H: -24.480 8.320 -19.883
H: -24.998 8.768 -21.464
H: -23.865 7.408 -21.251
H: -26.624 7.063 -19.877
H: -25.472 5.943 -20.458
H: -27.524 5.924 -21.761
H: -26.256 6.362 -22.819
C: -20.808 14.950 -15.024
C: -21.882 14.972 -13.941
C: -22.906 13.847 -13.944
C: -22.401 12.547 -13.507
N: -21.980 11.527 -13.205
H: -21.280 14.776 -15.998
H: -20.018 14.220 -14.869
H: -20.416 15.962 -15.141
H: -22.450 15.892 -14.105
H: -21.472 14.992 -12.929
H: -23.338 13.688 -14.934
H: -23.726 14.143 -13.291

Forces on atoms 1 to 6 (eV/Å):
C 2.0 -0.6 -0.4
C -1.0 -0.4 -0.5
C 1.1 0.0 0.3
C -0.2 0.1 0.4
N 0.0 0.2 -0.3
H -0.3 0.1 -0.2


No. 7
Formula: C29H26Cl5N5O3Tl
Source: OMol25
Level of theory: ωB97M-V with the def2-TZVPD basis set

As for the orbital gap (alpha / beta): 5.7362 / 5.7376 eV. The spin multiplicity is 1. As for the total charge: +3. For the HOMO energy (alpha / beta), the calculation gives -15.306 / -15.307 eV.

CARTESIAN COORDINATES (ANGSTROEM)
Tl: 1.515 -0.542 -0.033
C: 1.055 3.454 -2.004
O: 1.790 3.316 -0.690
C: 0.061 1.204 -2.624
C: 0.394 2.761 -4.331
C: -0.669 3.099 -4.984
C: -1.953 2.445 -4.335
C: -2.176 1.630 -3.318
C: -1.239 0.777 -2.420
N: -1.444 -0.118 -1.525
N: -2.703 -0.304 -1.159
C: -3.048 -0.231 0.075
C: -2.070 0.173 1.177
O: -0.859 0.324 0.978
C: -2.627 0.308 2.501
C: -3.932 0.078 2.753
C: -4.881 -0.338 1.744
C: -6.216 -0.547 2.076
C: -7.120 -0.952 1.106
C: -6.690 -1.146 -0.199
C: -5.362 -0.928 -0.544
C: -4.450 -0.523 0.421
H: 2.038 1.699 -2.117
H: 0.117 3.720 -1.507
H: 1.474 4.443 -2.213
H: 2.365 2.843 -3.463
H: -0.758 3.775 -5.823
H: -2.864 2.761 -4.834
H: -3.231 1.473 -3.115
H: -1.954 0.634 3.283
H: -4.304 0.197 3.764
H: -6.544 -0.391 3.096
H: -8.157 -1.112 1.366
H: -7.393 -1.466 -0.956
H: -5.034 -1.074 -1.563
Cl: 1.241 2.091 -3.145
C: 2.103 0.928 -3.971
C: 3.067 0.321 -4.573
C: 3.208 -1.090 -5.017
Cl: 2.086 -2.308 -4.623
C: 4.359 -1.198 -5.683
Cl: 5.000 -2.573 -6.406
C: 5.048 0.142 -5.694
Cl: 6.531 0.407 -6.428
C: 4.295 1.029 -5.029
Cl: 4.622 2.667 -4.708
O: 2.671 1.996 0.695
N: 2.268 2.117 -0.411
C: 1.639 -0.681 5.158
C: 1.641 -0.120 3.718
N: 1.800 -1.210 2.745
C: 0.765 -2.229 2.976
C: 0.959 -2.902 4.355
N: 2.022 -2.131 5.081
C: 3.337 -2.285 4.372
C: 3.131 -1.816 2.913
H: 0.661 -0.625 5.632
H: 2.357 -0.174 5.800
H: 2.459 0.586 3.578
H: 0.711 0.405 3.506
H: 0.818 -2.980 2.188
H: -0.210 -1.744 2.914
H: 1.296 -3.934 4.270
H: 0.054 -2.885 4.957
H: 2.110 -2.500 6.028
H: 3.636 -3.329 4.438
H: 4.070 -1.683 4.905
H: 3.224 -2.655 2.222
H: 3.889 -1.078 2.652

Forces on atoms 1 to 6 (eV/Å):
Tl -0.5 -0.5 0.0
C -1.3 3.8 3.6
O 0.5 -0.6 -0.3
C 1.5 -1.3 -1.9
C -0.6 0.0 -1.4
C -1.9 -1.6 1.9


Q: Which formula does entry 1 have?
A: C12H29BN3O7S


Q: The highest spin multiplicity belongs to which entry?
A: C23H20F2N2O5V


Repeat the fourth record exactly.
Formula: C23H20F2N2O5V
Source: OMol25
Level of theory: ωB97M-V with the def2-TZVPD basis set

As for the orbital gap (alpha / beta): 5.7895 / 8.0588 eV. The spin multiplicity is 4. The expectation value of S² is 3.78. For the HOMO energy (alpha / beta), the calculation gives -5.524 / -7.831 eV.

CARTESIAN COORDINATES (ANGSTROEM)
V: -0.639 -0.274 -0.222
F: 1.188 -1.392 4.732
C: 1.390 -0.830 3.517
C: 0.366 -0.832 2.586
C: 0.577 -0.265 1.342
C: 1.839 0.290 1.025
C: 2.827 0.297 2.012
F: 4.041 0.847 1.773
C: 2.621 -0.250 3.261
C: 1.974 0.680 -0.361
C: 3.131 1.116 -0.996
C: 3.124 1.374 -2.353
C: 1.926 1.210 -3.059
C: 0.815 0.776 -2.385
N: 0.813 0.498 -1.070
H: -0.576 -1.313 2.833
H: 3.408 -0.250 3.996
H: 4.039 1.224 -0.427
H: 4.024 1.678 -2.859
H: 1.876 1.417 -4.116
H: -0.131 0.609 -2.902
O: 2.467 -4.279 -1.328
C: 1.325 -4.674 -1.921
C: 1.273 -5.838 -2.686
C: 0.092 -6.242 -3.279
C: -1.060 -5.487 -3.118
C: -1.014 -4.327 -2.370
C: 0.162 -3.902 -1.766
C: 0.189 -2.630 -0.982
O: 1.224 -2.210 -0.474
O: -0.916 -1.986 -0.874
H: 3.175 -4.916 -1.489
H: 2.179 -6.420 -2.812
H: 0.071 -7.151 -3.863
H: -1.986 -5.798 -3.575
H: -1.897 -3.721 -2.235
O: -3.196 1.169 1.560
C: -2.083 1.806 1.166
O: -1.282 1.291 0.389
C: -1.811 3.171 1.775
N: -2.892 3.498 2.702
C: -3.437 4.809 2.347
C: -3.169 4.936 0.848
C: -1.802 4.270 0.692
H: -0.828 3.098 2.263
H: -2.580 3.473 3.666
H: -3.670 1.785 2.163
H: -2.933 5.621 2.888
H: -4.501 4.840 2.592
H: -3.161 5.975 0.524
H: -3.925 4.397 0.277
H: -1.004 4.984 0.893
H: -1.643 3.848 -0.299

Forces on atoms 1 to 6 (eV/Å):
V -1.1 -2.4 0.1
F 0.1 0.0 -0.1
C -0.1 0.1 -0.2
C 0.1 0.0 0.6
C 0.7 0.0 0.7
C 0.0 -0.2 0.9